62
Properties=species:S:1:pos:R:3:nbo_charge:R:1 method="wB97M-V/def2-TZVPD" e_above_lowest_ev=0.522 total_energy_ev=-66296.937 orbital_gap_ha="0.2471 / 0.2532" total_charge=-1 e_lumo_ev="3.031 / 3.030" multiplicity=5 homo_energy_ev="-3.69 / -3.86"
Fe 0.3268 -0.1797 -0.1110 1.51
C -0.8550 0.2613 2.5968 -0.11
C 0.2647 -0.5839 2.5649 -0.12
C 1.3746 0.1772 2.1224 -0.20
C 0.9295 1.5075 1.8978 -0.15
C -0.4429 1.5569 2.1944 -0.13
C -1.3387 2.7560 2.1885 -0.62
C 1.8360 2.6393 1.5159 -0.63
C 2.7973 -0.2907 2.0735 -0.63
C 0.3311 -2.0403 2.9060 -0.64
C -2.2433 -0.0743 3.0455 -0.62
H -1.7224 2.9583 3.1923 0.20
H -2.2004 2.6064 1.5371 0.19
H -0.8065 3.6424 1.8502 0.20
H 2.5515 2.8551 2.3138 0.20
H 1.2751 3.5495 1.3130 0.19
H 2.3992 2.3745 0.6227 0.23
H 3.3026 -0.1385 3.0330 0.19
H 3.3430 0.2551 1.3084 0.22
H 2.8342 -1.3508 1.8340 0.21
H 1.1352 -2.2397 3.6161 0.20
H 0.5252 -2.6071 1.9954 0.24
H -0.6013 -2.3941 3.3406 0.19
H -2.9730 0.1639 2.2700 0.20
H -2.5145 0.4928 3.9425 0.19
H -2.3333 -1.1335 3.2777 0.20
N -2.1028 -1.5940 -0.0607 -0.90
C -3.0349 -1.4439 -1.1612 -0.21
C -2.6299 -0.1912 -1.9390 -0.40
C -2.8916 1.0393 -1.0757 -0.41
C -2.0777 2.2563 -1.5079 -0.21
N -0.6640 1.9837 -1.2874 -0.89
H -1.2153 -1.9932 -0.3914 0.41
H -2.4586 -2.1985 0.6673 0.37
H -4.0484 -1.3036 -0.7613 0.17
H -3.0644 -2.3181 -1.8369 0.17
H -3.1675 -0.1235 -2.8868 0.19
H -1.5587 -0.2630 -2.1427 0.20
H -2.5683 0.7930 -0.0633 0.23
H -3.9600 1.2746 -1.0759 0.19
H -2.3739 3.1181 -0.9021 0.19
H -2.2960 2.4968 -2.5607 0.17
H -0.1457 2.8107 -1.0232 0.38
H -0.2505 1.5941 -2.1287 0.39
O 2.8865 0.5130 -3.2462 -0.47
N 2.0368 0.3933 -2.3828 0.72
O 0.8977 -0.0182 -2.6655 -0.57
O 2.2717 0.7108 -1.2049 -0.57
C 1.2041 -4.5572 -0.1894 -0.62
C 1.2600 -3.2684 -1.0528 0.27
C 2.7494 -2.9476 -1.3259 -0.63
C 0.5616 -3.5513 -2.4051 -0.63
O 0.6437 -2.2413 -0.3958 -1.01
H 1.6055 -5.4124 -0.7321 0.19
H 0.1755 -4.7659 0.0995 0.20
H 1.7878 -4.4086 0.7157 0.20
H 3.2810 -3.8027 -1.7476 0.19
H 3.2180 -2.6568 -0.3872 0.20
H 2.8179 -2.1160 -2.0219 0.21
H 1.1463 -4.2475 -3.0037 0.19
H 0.4584 -2.6144 -2.9462 0.22
H -0.4326 -3.9692 -2.2441 0.19



77
Properties=species:S:1:pos:R:3:lowdin_charge:R:1 method="wB97M-V/def2-TZVPD" total_energy_ev=-1170056.997 orbital_gap_ha=0.3406 total_charge=+1 e_lumo_ev=-2.409 homo_energy_ev=-11.68
O 1.9158 -4.3572 4.0432 0.22
C 2.0121 -3.6187 3.1527 -0.47
F 2.5082 -3.9962 1.9473 0.07
C 1.6318 -2.1492 3.1446 -0.16
N 0.3140 -1.9343 2.4539 -0.17
P -1.2843 -2.0040 3.3712 0.60
O -1.3230 -3.6180 3.4203 -0.38
Cl -0.6208 -1.5608 5.2314 0.37
H 2.3780 -1.6239 2.5325 0.09
H 1.6574 -1.7171 4.1425 0.06
H 0.2262 -2.6544 1.7150 -0.04
H 0.3512 -1.0198 1.9548 -0.06
H -2.2034 -3.9108 3.1014 0.01
Br -0.2524 -4.6093 0.5246 0.74
C -1.5751 -4.7340 -0.9051 -0.62
C -2.7148 -3.7729 -0.7209 -0.66
Br -3.9176 -4.3745 0.6846 0.64
H -1.9024 -5.7683 -0.9167 0.06
H -1.0280 -4.5098 -1.8183 0.07
H -3.3225 -3.7187 -1.6213 0.07
H -2.3861 -2.7737 -0.4484 0.04
Br -6.0774 -8.0802 4.9068 0.64
C -4.7622 -6.9740 4.0053 -0.71
C -4.2057 -5.9103 4.9140 -0.69
Br -5.4808 -4.4642 5.2050 0.60
H -5.2519 -6.5562 3.1309 0.04
H -3.9705 -7.6507 3.6911 0.06
H -3.3276 -5.4493 4.4660 0.03
H -3.9486 -6.2955 5.8952 0.05
Br 1.3394 -1.7690 -1.0220 0.65
C 1.0560 0.1031 -1.5019 -0.68
C 1.3957 1.0225 -0.3749 -0.65
Br 0.0316 0.9834 1.0180 0.71
H 0.0236 0.1888 -1.8234 -0.02
H 1.7160 0.2980 -2.3425 0.05
H 1.4288 2.0511 -0.7156 0.05
H 2.3326 0.7642 0.1127 -0.03
Br 2.8653 0.9892 3.4724 0.67
C 4.4634 2.0202 3.0454 -0.64
C 4.5280 2.3151 1.5702 -0.68
Br 4.9895 0.7372 0.5322 0.66
H 5.3057 1.4375 3.4029 0.06
H 4.3864 2.9425 3.6162 0.07
H 5.3025 3.0507 1.3659 0.07
H 3.5794 2.6721 1.1802 0.04
Br -4.5837 -0.8309 1.1257 0.56
C -6.5263 -0.7253 1.2463 -0.67
C -7.1837 -1.7885 0.4080 -0.70
Br -7.0807 -1.3789 -1.4887 0.61
H -6.7979 0.2798 0.9418 0.05
H -6.7642 -0.8669 2.2981 0.06
H -8.2433 -1.8527 0.6442 0.06
H -6.7214 -2.7616 0.5399 0.02
Br 0.8514 2.4832 -4.5919 0.63
C -0.0835 1.2924 -5.8213 -0.67
C -1.5343 1.1147 -5.4448 -0.67
Br -1.7463 -0.0947 -3.9282 0.64
H 0.4574 0.3518 -5.8272 0.05
H 0.0059 1.7667 -6.7958 0.06
H -2.0865 0.6485 -6.2570 0.06
H -2.0106 2.0512 -5.1743 0.05
Br 4.9140 1.7517 -4.2104 0.59
C 4.7461 3.6592 -4.5551 -0.69
C 5.0274 4.4729 -3.3218 -0.66
Br 3.5451 4.3631 -2.0649 0.61
H 3.7419 3.8182 -4.9364 0.02
H 5.4726 3.8880 -5.3311 0.06
H 5.1251 5.5287 -3.5675 0.06
H 5.9102 4.1375 -2.7876 0.06
Br 5.0788 8.5463 -1.1515 0.60
C 3.2149 9.0998 -1.2355 -0.69
C 2.3854 8.1199 -2.0197 -0.71
Br 2.6937 8.2790 -3.9325 0.60
H 3.2020 10.0959 -1.6655 0.05
H 2.8755 9.1434 -0.2032 0.06
H 1.3246 8.3150 -1.8773 0.06
H 2.6070 7.0917 -1.7537 -0.02